A structure of composition C20H20N6Pt, computed with ωB97M-V/def2-TZVPD.

XYZ file:
```
47
Properties=species:S:1:pos:R:3:forces:R:3
Pt 0.14533 0.91560 0.08309 0.4 -0.1 0.2
C -2.56694 -0.29354 -1.03225 0.0 0.0 0.0
N -1.40489 0.48855 -1.51287 -0.1 0.1 -0.1
C -1.84802 1.80264 -2.03125 0.0 0.0 0.0
C -0.61594 -0.28143 -2.47087 0.0 0.0 0.0
C -0.87514 -0.27361 -3.82325 0.0 0.0 -0.1
C -0.09205 -1.05055 -4.67343 0.0 0.0 0.0
C 0.95291 -1.81379 -4.16703 0.0 0.0 0.0
C 1.21099 -1.83855 -2.80855 0.1 0.0 0.0
C 0.41101 -1.09061 -1.94150 0.0 0.0 0.0
N 0.55794 -0.97797 -0.56581 -0.1 0.1 -0.1
C 0.98212 -1.88056 0.35098 0.0 0.0 -0.1
C 1.51441 -3.15515 0.06347 0.0 -0.1 0.0
C 2.00336 -3.94314 1.08020 0.0 0.0 0.0
C 1.95321 -3.49989 2.40042 0.0 0.0 0.0
C 1.34814 -2.28102 2.71348 0.0 0.0 0.0
C 0.84523 -1.48840 1.71084 0.0 0.0 0.1
N 0.04902 -0.29961 2.00059 0.0 -0.1 0.0
C -1.34956 -0.69449 2.30131 0.0 0.0 0.0
C 0.59309 0.52395 3.10290 0.0 0.0 0.0
H -3.27838 -0.42608 -1.84991 0.0 0.0 0.0
H -2.23262 -1.27247 -0.69747 0.0 0.0 0.0
H -3.05088 0.24076 -0.21711 0.0 0.0 0.0
H -2.59503 1.68151 -2.81693 0.0 0.0 0.0
H -2.30214 2.36112 -1.21548 0.0 0.0 0.0
H -0.99439 2.34780 -2.42926 0.0 0.0 0.0
H -1.67652 0.32348 -4.23517 0.0 0.0 0.0
H -0.29252 -1.04285 -5.73581 0.0 0.0 0.0
H 1.58307 -2.37987 -4.83877 0.0 0.0 0.0
H 2.07172 -2.37605 -2.43907 0.0 0.0 0.0
H 1.53436 -3.52272 -0.95040 0.0 0.0 0.1
H 2.42457 -4.91192 0.85059 0.0 0.0 0.0
H 2.34746 -4.11740 3.19570 0.0 0.0 0.0
H 1.25450 -1.99157 3.75062 0.0 0.0 0.0
H -1.37922 -1.25986 3.23525 0.0 0.0 0.0
H -1.96035 0.20050 2.40303 0.0 0.0 0.0
H -1.73216 -1.31962 1.49968 0.0 0.0 0.0
H 0.51282 0.00205 4.05667 0.0 0.0 0.0
H 1.63739 0.76014 2.90736 0.0 0.0 0.0
H 0.00829 1.43832 3.17260 0.0 0.0 0.0
N 0.22976 2.85423 0.78126 -0.2 -0.1 -0.1
C 0.40153 3.91878 1.17309 0.0 0.2 0.0
C 0.61452 5.23697 1.65857 0.0 -0.1 0.0
C -0.10111 6.29812 1.08710 0.0 0.1 0.0
N -0.69221 7.17294 0.61669 0.0 -0.1 0.0
C 1.53928 5.41154 2.70235 0.0 0.0 -0.1
N 2.31404 5.50375 3.55436 0.0 0.0 0.0
```
Forces are in eV/Å.

Calculated values
⟨S²⟩ = 6.08
molecular weight = 539.5 g/mol
E_LUMO (spin up / spin down) = -5.55 / -9.49 eV
frontier orbital gap (spin up / spin down) = 0.331 / 0.218 hartree
F_max = 0.46 eV/A
total charge = +2
multiplicity = 5